{
  "formula": "C5H16NO2",
  "method": "ωB97M-V/def2-TZVPD",
  "charge": 1,
  "gap_ev": 9.5,
  "multiplicity": 1,
  "elements": ["H", "H", "H", "H", "N", "C", "H", "H", "H", "C", "C", "C", "H", "H", "O", "O", "C", "H", "H", "H", "H", "H", "H", "H"],
  "xyz": [[-2.436, -3.070, 2.248], [1.312, -2.061, 1.349], [-0.923, 1.898, -1.161], [-0.970, -0.366, -0.759], [-0.160, 1.651, -0.562], [0.408, -1.826, 0.696], [-0.548, 4.755, -1.322], [0.821, 4.109, -1.698], [0.611, 1.312, -1.202], [-1.583, -2.453, 2.085], [-0.731, -2.701, 1.102], [-0.530, 0.306, 0.061], [0.139, 2.466, -0.062], [0.569, -2.059, -0.411], [-0.108, 4.024, -1.586], [2.067, -0.088, -1.894], [0.510, -0.336, 0.965], [-1.150, -1.714, 2.781], [1.505, -0.952, -1.698], [0.225, -0.223, 2.071], [1.779, 0.292, -2.777], [1.498, 0.050, 0.662], [-1.340, 0.395, 0.824], [-0.965, -3.409, 0.288]],
  "forces_ev_per_a": [[-0.47, -0.05, 0.45], [-0.63, -1.08, -1.36], [-0.43, 0.74, -0.39], [1.09, 1.16, 0.92], [0.57, -3.47, -1.35], [3.23, -0.97, 0.42], [-1.55, 4.07, 1.15], [0.99, 1.04, -0.15], [-0.27, 0.87, 0.57], [2.01, 0.35, 0.25], [-1.40, 0.53, -1.74], [-2.29, 0.07, 1.79], [0.05, 0.32, 0.82], [0.37, 0.31, 1.47], [0.69, -4.67, -1.12], [-2.46, -1.24, -0.37], [-1.16, 0.15, -0.32], [-1.26, -0.27, 0.15], [1.77, 2.62, -1.07], [0.89, 0.53, -1.62], [0.53, -1.23, 1.26], [-0.13, -0.43, 0.75], [-0.14, 0.71, -1.34], [0.00, -0.07, 0.83]]
}



{
  "formula": "C5H16NO2",
  "method": "ωB97M-V/def2-TZVPD",
  "s2": 0.760,
  "charge": 2,
  "gap_ev": [9.4, 5.2],
  "multiplicity": 2,
  "elements": ["H", "H", "O", "H", "H", "H", "H", "H", "C", "C", "H", "H", "H", "C", "H", "H", "C", "H", "H", "O", "C", "H", "N", "H"],
  "xyz": [[1.140, 2.891, 1.941], [0.429, 2.319, 3.125], [0.892, 2.040, 2.319], [0.848, -0.379, -0.937], [-1.666, 1.658, -1.944], [-0.860, -2.027, 2.533], [-0.285, 0.795, -1.976], [-0.816, 1.550, -0.417], [-1.134, 0.946, -1.273], [-1.918, -0.240, -0.853], [-1.158, -2.157, -1.129], [1.011, -1.551, 2.368], [2.531, 1.775, -1.935], [-1.318, -1.571, -0.212], [-2.566, 0.229, -0.062], [1.178, 0.180, 0.605], [-0.161, -1.397, 0.620], [1.881, -1.208, -0.072], [3.195, 0.307, -1.816], [2.418, 0.869, -1.640], [0.018, -1.691, 1.955], [-2.598, -0.572, -1.632], [0.996, -0.688, 0.041], [-2.058, -2.079, 0.391]],
  "forces_ev_per_a": [[0.21, 0.01, -0.16], [0.09, -0.32, -0.06], [-0.31, -0.02, -0.05], [-0.16, 0.47, 0.22], [-0.52, -0.65, 0.64], [0.77, 0.02, -0.04], [-0.04, -0.33, 0.47], [0.22, -0.11, -0.12], [1.60, 1.08, -1.18], [-2.27, 1.59, 0.57], [0.46, -0.13, 0.01], [-0.16, -0.13, 0.50], [0.56, -0.01, -0.27], [0.18, -0.22, 0.73], [0.31, -1.09, -0.24], [0.17, -0.32, -0.40], [0.79, 0.64, -1.07], [-0.18, -0.21, 0.70], [-0.12, 1.10, -0.35], [-0.38, -1.23, 0.59], [-1.05, -0.30, 0.37], [0.19, -0.30, -0.11], [0.07, 0.58, -0.61], [-0.43, -0.11, -0.15]]
}



{
  "formula": "C5H16NOS",
  "method": "ωB97M-V/def2-TZVPD",
  "charge": 1,
  "gap_ev": 9.3,
  "multiplicity": 1,
  "elements": ["H", "C", "H", "H", "C", "H", "H", "H", "O", "H", "H", "H", "H", "H", "N", "H", "C", "C", "C", "H", "H", "S", "H", "H"],
  "xyz": [[0.158, -3.381, 0.492], [-0.684, 0.974, 1.090], [-1.238, -2.003, -1.271], [0.298, -0.006, -4.031], [1.176, 2.663, 0.305], [0.867, 3.058, 1.232], [-1.472, 1.485, 0.482], [1.150, -1.828, 0.621], [0.607, -0.138, -3.173], [-0.348, -0.471, -1.416], [-0.323, -0.567, 2.477], [-1.979, -2.296, 0.685], [-2.031, -0.352, 2.192], [2.152, 2.989, -0.048], [-1.156, -1.075, -0.834], [1.578, -0.079, -3.237], [-1.124, -0.307, 1.726], [-1.088, -1.592, 0.685], [0.176, -2.390, 0.842], [0.641, 3.191, -0.521], [0.144, -2.552, 1.947], [0.965, 0.888, 0.184], [-0.459, 1.877, 1.787], [-2.074, -0.723, -1.004]],
  "forces_ev_per_a": [[-0.01, -1.10, -1.20], [0.12, 2.89, -0.11], [0.56, 0.44, -0.52], [-0.91, 0.35, -2.33], [0.27, 0.82, -3.28], [0.12, 0.39, 1.10], [0.56, -0.84, -0.19], [-1.54, -0.82, 0.18], [1.34, -0.42, 2.40], [-1.93, -1.46, 1.95], [-1.00, 0.15, -0.58], [0.86, 1.18, 0.48], [-2.50, 0.56, 1.19], [0.63, -0.45, 0.89], [1.51, -1.01, -0.82], [-0.63, -0.02, 0.16], [3.77, -2.63, -1.52], [0.06, 1.79, -0.77], [1.04, 1.49, 2.32], [-0.55, -0.57, 0.77], [0.56, 0.02, -0.59], [-1.05, 0.34, 0.90], [-0.57, -2.20, -0.30], [-0.71, 1.10, -0.15]]
}



{
  "formula": "C5H16NS",
  "method": "ωB97M-V/def2-TZVPD",
  "charge": 1,
  "gap_ev": 8.4,
  "multiplicity": 1,
  "elements": ["H", "H", "H", "N", "C", "C", "H", "H", "H", "H", "H", "H", "H", "H", "C", "H", "H", "H", "S", "C", "C", "H", "H"],
  "xyz": [[-0.922, 2.497, -2.368], [0.142, -0.024, -0.963], [-1.566, 0.308, -3.352], [-0.043, -0.110, -1.968], [-1.440, 0.396, -2.275], [-1.583, 1.832, -1.817], [0.650, -1.484, 0.519], [-2.125, -0.284, -1.767], [2.859, -0.387, 1.353], [1.396, -1.804, 2.835], [1.984, 1.137, 1.407], [-1.403, 1.919, -0.744], [-2.612, 2.140, -1.981], [-1.085, -1.967, 4.109], [0.715, -0.616, 1.187], [-0.159, 0.021, 0.980], [0.663, 0.440, -2.460], [0.631, -0.292, 3.330], [-1.017, -1.961, 2.775], [2.014, 0.158, 0.935], [0.586, -1.116, 2.618], [0.080, -1.091, -2.225], [2.233, 0.289, -0.128]],
  "forces_ev_per_a": [[0.03, 0.09, 0.00], [0.06, -0.08, 0.05], [-0.07, -0.11, 0.02], [-0.09, 0.13, 0.03], [0.08, 0.03, -0.12], [-0.11, -0.32, 0.23], [0.04, -0.08, 0.04], [0.04, 0.08, -0.05], [0.07, -0.02, -0.01], [0.11, -0.09, 0.05], [0.01, 0.06, 0.00], [0.09, 0.07, -0.03], [-0.03, 0.10, -0.11], [0.02, -0.01, 0.06], [0.09, 0.22, -0.16], [0.00, 0.01, 0.03], [-0.02, -0.01, -0.02], [0.01, 0.04, -0.10], [-0.02, -0.01, -0.07], [-0.11, -0.23, 0.16], [-0.17, 0.06, 0.06], [-0.02, 0.00, -0.02], [-0.02, 0.09, -0.04]]
}



{
  "formula": "C5H16O2",
  "method": "ωB97M-V/def2-TZVPD",
  "s2": 0.751,
  "charge": -1,
  "gap_ev": [2.8, 10.8],
  "multiplicity": 2,
  "elements": ["H", "O", "C", "C", "H", "H", "H", "H", "C", "H", "H", "H", "C", "H", "H", "H", "C", "H", "H", "H", "O", "H", "H"],
  "xyz": [[-1.792, -0.905, 2.095], [-1.891, -0.251, 2.773], [-0.216, 1.074, 0.232], [1.879, -1.269, -0.595], [2.080, 0.239, -2.251], [1.086, 2.154, -0.893], [-0.724, 2.118, -1.596], [-0.241, 1.577, 1.205], [1.157, 1.117, -0.486], [-0.439, -0.006, 0.551], [-1.364, -2.818, 0.268], [1.478, -2.222, -1.146], [1.431, -0.055, -1.391], [1.482, -1.053, 0.447], [-2.213, -0.807, 3.473], [0.490, -0.249, -2.039], [-1.316, 1.620, -0.672], [1.899, 1.169, 0.365], [-2.026, 0.845, -1.045], [-0.605, -1.337, 0.384], [-1.364, -1.927, 0.738], [-1.700, 2.424, -0.053], [2.908, -1.436, -0.361]],
  "forces_ev_per_a": [[0.24, -0.92, -1.42], [-0.08, 1.16, 0.89], [0.07, -2.54, 0.29], [-2.09, -1.14, 0.01], [0.28, -0.20, 0.88], [0.87, -0.86, -0.44], [-1.84, -1.02, 1.75], [0.39, 0.17, -0.28], [-0.23, 1.72, 2.49], [0.35, 2.26, -0.52], [0.28, 0.98, 0.30], [0.49, 1.47, 1.67], [-0.60, 0.73, -2.62], [-0.11, -1.24, -1.12], [-0.26, -0.14, 0.79], [0.98, -0.15, 1.48], [1.65, 0.58, -1.65], [-0.18, -0.12, -1.08], [0.31, 0.86, 0.42], [-1.60, -2.37, 0.25], [1.06, 0.23, -0.89], [-1.06, 0.12, -0.64], [1.10, 0.42, -0.54]]
}



{
  "formula": "C5H16O2",
  "method": "ωB97M-V/def2-TZVPD",
  "charge": 0,
  "gap_ev": 11.2,
  "smiles": "CCCCC.O.O",
  "multiplicity": 1,
  "elements": ["H", "C", "C", "H", "H", "H", "H", "O", "H", "H", "H", "C", "H", "H", "C", "O", "H", "H", "H", "H", "H", "C", "H"],
  "xyz": [[3.101, 0.091, 0.277], [-1.176, -0.794, -0.086], [-1.397, 1.077, 1.583], [-2.331, 1.334, 1.029], [1.098, -1.443, -5.169], [-0.326, -2.580, 0.205], [0.519, 1.605, 1.912], [0.892, -0.838, -4.447], [0.456, -0.091, -4.862], [3.911, 0.842, 1.289], [-1.282, -1.117, 2.014], [-0.823, -0.372, 1.341], [0.197, -0.197, 1.639], [0.006, 2.233, 0.334], [-0.276, 2.178, 1.415], [3.088, 0.363, 1.207], [-0.493, -2.383, -1.552], [-2.257, -1.016, -0.065], [-1.649, 1.199, 2.655], [0.757, -1.434, -0.911], [-1.140, 0.049, -0.777], [-0.219, -1.879, -0.628], [-0.654, 3.173, 1.597]],
  "forces_ev_per_a": [[-0.22, -0.03, 0.28], [0.55, 0.63, -1.01], [-0.41, 0.76, 0.97], [0.68, -0.46, 0.16], [-0.04, 0.09, 0.09], [1.38, -0.57, -0.36], [0.46, 1.81, 0.40], [0.10, -0.18, -0.01], [-0.06, 0.08, -0.06], [0.29, 0.24, 0.25], [0.27, 0.39, 0.00], [-1.80, 1.67, 0.01], [0.80, -0.91, -0.49], [0.04, -0.23, 0.60], [-0.91, -2.58, -2.39], [-0.11, -0.22, -0.52], [-0.63, 0.04, 0.00], [0.46, -0.62, -0.13], [-0.20, -0.35, -0.37], [-0.28, -0.45, 1.07], [0.18, 0.40, 0.15], [-0.98, 0.32, 0.26], [0.45, 0.17, 1.11]]
}



Relative energy (zero: lowest compared OMol25 entry of this formula, charge and spin), respectively: 66.0 43.3 38.3 14.1 33.9 33.0 kcal per mole.